Entry 1:
Molecular formula: C18H36O36S9
Method: DFT, ωB97M-V/def2-TZVPD

Positions of all 99 atoms, in Å:
S1 -6.104 -0.177 0.111
S2 0.795 -5.554 8.972
S3 3.533 -4.772 -7.962
S4 -0.326 -2.764 -0.447
S5 3.162 5.967 0.467
S6 -0.076 2.387 5.625
S7 -3.438 -1.754 -8.664
S8 -3.849 6.075 1.330
S9 6.725 -2.514 -0.083
O1 -0.449 -3.855 -1.390
O2 -0.303 1.668 4.352
O3 -0.701 -2.936 0.994
O4 2.478 4.718 0.683
O5 4.200 -3.675 -8.567
O6 1.238 -2.172 -0.542
O7 2.784 6.790 -0.969
O8 -5.559 1.019 -0.496
O9 1.441 2.243 6.248
O10 -5.128 -0.687 1.325
O11 -7.302 0.300 1.166
O12 -2.909 5.008 0.499
O13 0.193 3.961 5.280
O14 2.542 7.171 1.445
O15 -0.230 -5.214 7.687
O16 5.773 -2.302 0.992
O17 -5.036 -1.679 -8.074
O18 -3.133 -0.505 -9.314
O19 1.907 -4.736 -8.223
O20 0.923 -7.034 9.197
O21 -2.834 -1.697 -7.097
O22 -4.946 5.999 0.074
O23 6.046 -3.335 -1.325
O24 0.455 -4.681 10.134
O25 -1.122 2.254 6.664
O26 7.528 -1.376 -0.614
O27 7.682 -3.853 0.374
O28 -6.628 -1.267 -0.771
O29 4.594 6.009 0.594
O30 -4.381 5.535 2.588
O31 -0.986 -1.297 -1.045
O32 3.242 -4.619 -6.391
O33 4.049 -6.137 -8.184
O34 -3.132 -3.011 -9.378
O35 2.103 -4.979 8.101
O36 -3.236 7.402 1.378
C1 1.835 3.411 6.924
C2 -0.066 -0.219 -1.056
C3 7.662 -4.872 -0.566
C4 0.877 4.523 6.431
C5 6.247 -4.751 -1.158
C6 1.149 -5.274 -7.263
C7 -6.759 0.589 2.449
C8 1.979 8.271 0.702
C9 -5.038 -2.501 -6.877
C10 0.339 -4.076 6.908
C11 2.664 8.181 -0.726
C12 -3.810 -1.901 -6.046
C13 -4.260 5.962 -1.128
C14 1.862 -4.324 6.924
C15 1.251 -0.801 -0.550
C16 -5.386 0.049 2.490
C17 -2.875 5.462 -0.825
C18 1.906 -4.727 -6.048
H1 -2.590 4.789 -1.633
H2 -5.296 -0.499 3.428
H3 5.653 -4.943 -0.265
H4 2.271 9.180 1.227
H5 1.845 -5.370 -5.170
H6 -4.319 6.923 -1.638
H7 -3.408 -2.705 -5.430
H8 -0.022 -4.052 5.880
H9 -2.242 6.341 -0.942
H10 2.366 -3.359 6.987
H11 1.803 3.424 8.014
H12 -5.995 -2.239 -6.426
H13 0.092 -3.118 7.366
H14 2.141 -4.826 5.998
H15 1.468 5.376 6.099
H16 -4.763 5.271 -1.804
H17 0.150 4.742 7.214
H18 0.087 0.121 -2.080
H19 2.841 3.611 6.555
H20 1.121 -6.348 -7.449
H21 7.927 -5.803 -0.065
H22 3.694 8.536 -0.695
H23 -6.788 1.653 2.682
H24 -4.064 -0.965 -5.549
H25 1.705 -3.717 -5.690
H26 5.962 -5.298 -2.057
H27 0.925 8.027 0.564
H28 8.438 -4.574 -1.271
H29 0.120 -4.917 -7.297
H30 -4.675 0.865 2.616
H31 2.127 -0.309 -0.971
H32 -7.529 0.190 3.109
H33 1.243 -0.603 0.522
H34 1.978 8.566 -1.480
H35 -0.443 0.661 -0.534
H36 -4.989 -3.557 -7.146

Forces on atoms 1 to 3 (eV/Å):
-2.1 -0.5 -0.9
-0.7 -0.8 0.3
-1.0 -3.7 0.5

Output
- largest force on an atom (eV/Å) = 6.0
- HOMO (eV) = -11.127

---

Entry 2:
Molecular formula: C18H37AuN7O4S
Method: DFT, ωB97M-V/def2-TZVPD

Positions of all 68 atoms, in Å:
Au1 -0.047 -0.178 -0.381
S1 -6.348 3.755 1.009
O1 -6.472 -0.456 -1.286
O2 -4.995 4.191 1.319
O3 -7.164 3.219 2.061
O4 -5.161 -1.931 -2.189
N1 0.752 1.469 1.203
N2 -4.273 0.671 0.030
N3 1.523 -1.509 -1.072
N4 0.584 1.298 -1.704
N5 -5.403 -0.981 -1.486
N6 -0.276 -1.623 1.073
N7 -2.170 0.165 -0.342
C1 -7.614 6.126 1.114
C2 1.852 -2.394 0.082
C3 1.066 0.716 -2.995
C4 0.564 -2.819 0.747
C5 1.851 0.741 1.863
C6 -5.440 1.316 0.677
C7 1.094 2.625 0.349
C8 -2.950 -0.677 -1.113
C9 -2.619 2.095 1.243
C10 -3.003 0.985 0.328
C11 -0.059 -1.008 2.433
C12 2.710 -0.853 -1.671
C13 -6.083 2.417 -0.170
C14 1.585 2.182 -1.015
C15 -4.240 -0.363 -0.873
C16 2.400 -0.034 -2.928
C17 1.304 -0.385 2.762
C18 -7.208 5.034 0.131
H1 -5.399 2.818 -0.919
H2 -6.747 6.555 1.614
H3 -0.245 1.855 -1.918
H4 2.519 1.632 -0.938
H5 -0.248 -1.795 3.166
H6 -6.510 5.386 -0.629
H7 -2.547 1.751 2.278
H8 2.409 -0.686 -3.803
H9 0.760 -3.391 1.657
H10 2.073 -1.151 2.870
H11 -8.105 6.926 0.562
H12 1.775 3.052 -1.647
H13 1.070 -2.073 -1.794
H14 -7.013 2.098 -0.632
H15 -0.017 -3.454 0.076
H16 -5.046 1.748 1.593
H17 3.168 -0.257 -0.884
H18 -1.254 -1.914 1.051
H19 1.840 3.275 0.813
H20 1.161 0.011 3.770
H21 2.467 1.408 2.472
H22 0.265 0.068 -3.353
H23 -6.159 0.553 0.958
H24 -1.665 2.508 0.927
H25 2.504 0.341 1.086
H26 0.105 1.780 1.920
H27 -8.315 5.749 1.854
H28 0.184 3.217 0.228
H29 2.403 -3.273 -0.261
H30 1.162 1.527 -3.719
H31 -0.853 -0.270 2.544
H32 3.239 0.648 -3.067
H33 3.442 -1.621 -1.935
H34 2.505 -1.840 0.753
H35 -2.569 -1.439 -1.771
H36 -3.354 2.904 1.222
H37 -8.069 4.545 -0.329

Forces on atoms 1 to 3 (eV/Å):
0.6 -0.7 -0.2
-0.1 0.0 0.0
0.0 -0.1 0.1

Output
- largest force on an atom (eV/Å) = 1.0
- charge = +3
- HOMO (eV) = -17.108

---

Entry 3:
Molecular formula: C18H37BBrF3O12S
Method: DFT, ωB97M-V/def2-TZVPD

Positions of all 73 atoms, in Å:
Br1 -0.492 5.408 -3.254
S1 0.756 5.359 0.622
F1 -5.242 3.784 0.603
F2 -4.266 1.883 0.964
F3 -3.432 3.699 1.799
O1 0.859 6.764 0.759
O2 -1.854 -1.370 0.917
O3 2.568 -0.453 -1.603
O4 1.533 4.481 1.411
O5 -3.402 -3.252 2.719
O6 -0.692 -4.299 1.639
O7 3.407 -2.842 0.097
O8 -0.269 2.402 -2.911
O9 -3.910 2.830 -1.619
O10 0.936 4.978 -0.923
O11 5.507 -1.356 -1.887
O12 -0.779 4.929 0.731
C1 -0.315 4.555 -1.536
C2 5.633 -1.675 -3.255
C3 3.696 0.031 -0.896
C4 -2.468 -2.279 3.137
C5 -4.049 3.184 0.719
C6 -3.194 3.373 -0.531
C7 -1.952 -4.926 1.513
C8 5.057 -0.059 -1.568
C9 0.107 2.037 -0.416
C10 -2.749 -1.012 -0.113
C11 0.053 -4.584 2.802
C12 2.466 -1.817 -1.966
C13 -1.340 5.165 -0.571
C14 -3.167 -4.011 1.549
C15 -2.246 -1.071 2.239
C16 -2.809 4.850 -0.707
C17 3.065 -2.445 1.409
C18 2.360 -2.844 -0.847
B1 -0.145 2.938 -1.671
H1 -2.062 -5.724 2.256
H2 3.505 1.103 -0.786
H3 0.929 -5.187 2.548
H4 -1.977 -5.399 0.524
H5 3.085 -3.308 2.081
H6 1.390 -2.748 -0.347
H7 -2.885 -1.877 4.065
H8 -3.324 5.448 0.047
H9 1.511 -1.886 -2.496
H10 -0.539 -5.120 3.548
H11 -4.029 -4.682 1.491
H12 3.732 -0.377 0.115
H13 0.373 1.713 -3.118
H14 -3.202 -3.386 0.656
H15 -0.560 1.174 -0.500
H16 -1.430 -0.506 2.708
H17 6.689 -1.776 -3.520
H18 2.366 -3.821 -1.346
H19 -1.515 -2.737 3.408
H20 5.764 0.361 -0.843
H21 -1.258 6.249 -0.733
H22 2.074 -1.985 1.451
H23 -2.321 2.733 -0.383
H24 3.232 -2.090 -2.694
H25 -3.729 -0.705 0.257
H26 5.081 0.586 -2.454
H27 0.406 -3.649 3.244
H28 -2.884 -1.854 -0.797
H29 -3.127 -0.421 2.244
H30 -3.122 5.230 -1.680
H31 1.135 1.675 -0.351
H32 5.180 -0.914 -3.896
H33 -0.139 2.539 0.519
H34 5.145 -2.632 -3.449
H35 -4.214 3.536 -2.197
H36 3.802 -1.723 1.769
H37 -2.315 -0.195 -0.699

Forces on atoms 1 to 3 (eV/Å):
0.0 0.2 0.0
-0.1 -0.1 0.0
0.0 0.0 0.0

Output
- largest force on an atom (eV/Å) = 1.3
- HOMO (eV) = -9.222

---

Number 1: gap between HOMO and LUMO 11.00 eV, electronic energy -190461.336 eV, LUMO energy -0.129 eV. Number 2: gap between HOMO and LUMO 5.23 eV, electronic energy -52384.096 eV, LUMO energy -11.874 eV. Number 3: gap between HOMO and LUMO 9.50 eV, electronic energy -133539.380 eV, LUMO energy 0.279 eV.